Entry 1:
{
  "formula": "C22H24N2O5",
  "method": "wB97M-V/def2-TZVPD",
  "smiles": "COc1ccc(NC(=O)COC(=O)CCCc2c[nH]c3ccccc23)cc1OC",
  "homo_energy_ev": -7.70,
  "relative_energy_kcal_mol": 31.6,
  "lumo_energy_ev": 0.8,
  "charge": 0,
  "orbital_gap_ev": 8.48,
  "e_tot_ev": -36421.8888,
  "symbols": ["C", "H", "O", "C", "C", "C", "C", "C", "C", "O", "C", "H", "H", "H", "H", "N", "C", "O", "C", "H", "H", "O", "C", "O", "C", "H", "C", "H", "H", "C", "C", "C", "N", "C", "C", "C", "C", "C", "C", "H", "H", "H", "H", "H", "H", "H", "H", "H", "H", "H", "H", "H", "H"],
  "positions_angstrom": [[4.5453, 0.3671, 1.7320], [4.0760, 1.3339, 1.5228], [4.0566, -0.6388, 0.8794], [2.7244, -0.9196, 0.9152], [1.7951, -0.2818, 1.7190], [0.4542, -0.6253, 1.6616], [0.0263, -1.6173, 0.7955], [0.9510, -2.2891, -0.0011], [2.2901, -1.9459, 0.0464], [3.2598, -2.5240, -0.7168], [2.9008, -3.6084, -1.5388], [2.4921, -4.4380, -0.9537], [2.1728, -3.3179, -2.3037], [3.8231, -3.9265, -2.0221], [0.5960, -3.0594, -0.6628], [-1.3454, -1.9025, 0.7460], [-2.0358, -2.5027, -0.2448], [-1.5655, -3.0507, -1.2189], [-3.5592, -2.4184, -0.0268], [-3.8199, -2.8074, 0.9636], [-4.0624, -2.9869, -0.8098], [-4.0275, -1.0750, -0.1558], [-3.9546, -0.2738, 0.9058], [-3.5359, -0.6298, 1.9839], [-4.3774, 1.1317, 0.5869], [-4.8179, 1.5684, 1.4836], [-3.1162, 1.9230, 0.1921], [-2.3332, 1.7194, 0.9254], [-3.3517, 2.9860, 0.2508], [-2.6158, 1.5693, -1.2203], [-1.1462, 1.2972, -1.2823], [-0.5557, 0.2101, -1.8585], [0.8050, 0.3112, -1.7796], [1.1255, 1.4603, -1.1234], [2.3673, 1.9906, -0.7987], [2.3906, 3.1951, -0.1303], [1.2075, 3.8635, 0.1986], [-0.0253, 3.3466, -0.1292], [-0.0840, 2.1229, -0.7975], [-0.9292, 3.8811, 0.1213], [1.2699, 4.8095, 0.7170], [3.3377, 3.6409, 0.1390], [3.2763, 1.4709, -1.0638], [1.4606, -0.3854, -2.0877], [-1.0138, -0.6383, -2.3301], [-3.1333, 0.6803, -1.5852], [-2.8585, 2.3890, -1.9030], [-5.1003, 1.1384, -0.2273], [-1.8881, -1.4756, 1.4926], [-0.2578, -0.1096, 2.2878], [2.1000, 0.5021, 2.3919], [5.6131, 0.4298, 1.5282], [4.3933, 0.1098, 2.7855]],
  "lowdin_charge": [-0.0809, 0.0785, -0.0724, -0.2207, -0.0102, -0.0132, -0.2230, 0.0371, -0.2100, -0.0663, -0.0771, 0.1008, 0.0946, 0.0952, 0.0986, 0.1563, -0.4417, 0.0661, -0.0429, 0.1372, 0.1378, 0.0226, -0.4921, 0.0913, -0.0824, 0.1268, -0.1660, 0.1151, 0.1102, -0.1312, -0.1782, -0.0437, 0.1071, -0.2134, -0.0295, -0.1052, -0.1012, -0.0263, -0.1284, 0.1037, 0.0956, 0.0979, 0.1149, 0.1534, 0.1244, 0.1071, 0.1213, 0.1264, 0.1126, 0.1176, 0.1118, 0.0962, 0.0981]
}

---

Entry 2:
{
  "formula": "C22H24N4O2Rh",
  "method": "wB97M-V/def2-TZVPD",
  "homo_energy_ev": -17.68,
  "lumo_energy_ev": -11.1,
  "charge": 3,
  "orbital_gap_ev": 6.59,
  "e_tot_ev": -36243.2252,
  "symbols": ["Rh", "C", "C", "C", "C", "C", "C", "N", "C", "C", "C", "C", "C", "N", "C", "C", "C", "C", "C", "C", "N", "H", "H", "H", "H", "H", "H", "H", "H", "H", "H", "H", "H", "H", "H", "H", "O", "C", "O", "C", "N", "C", "C", "C", "H", "H", "H", "H", "H", "H", "H", "H", "H"],
  "positions_angstrom": [[-0.2498, 0.9042, 0.3391], [1.6908, 1.0480, 3.1808], [1.1758, -0.3078, 2.8176], [1.4744, -1.3948, 3.6473], [0.9424, -2.6347, 3.3915], [0.0748, -2.7863, 2.3071], [-0.1826, -1.7009, 1.5121], [0.3900, -0.4765, 1.7445], [-1.1504, -1.7474, 0.4000], [-1.8243, -2.8526, -0.0870], [-2.7092, -2.6780, -1.1442], [-2.9185, -1.4288, -1.7141], [-2.2268, -0.3452, -1.2021], [-1.3971, -0.5504, -0.1635], [-2.3046, 1.0621, -1.6399], [-3.2104, 1.4938, -2.5728], [-3.2803, 2.8592, -2.8607], [-2.4680, 3.7258, -2.1704], [-1.5625, 3.2444, -1.2174], [-0.7671, 4.2156, -0.4048], [-1.4605, 1.9273, -0.9930], [1.1911, 1.3801, 4.0935], [1.5217, 1.7893, 2.4063], [2.7556, 1.0021, 3.4082], [2.1199, -1.2315, 4.4998], [1.1690, -3.4768, 4.0319], [-0.3967, -3.7385, 2.1140], [-1.6656, -3.8351, 0.3321], [-3.2401, -3.5352, -1.5380], [-3.6010, -1.3177, -2.5436], [-3.8743, 0.7975, -3.0635], [-3.9812, 3.2270, -3.5983], [-2.5219, 4.7929, -2.3384], [-1.4242, 4.6586, 0.3480], [-0.4103, 5.0343, -1.0277], [0.0757, 3.7562, 0.1019], [1.6605, 2.1703, 0.1671], [1.9380, 1.3541, -0.7295], [1.0854, 0.4334, -0.9987], [3.2253, 1.3818, -1.5165], [4.0735, 2.5425, -1.0417], [4.1673, 3.5313, -2.1949], [4.1145, 2.6208, -3.4055], [3.0312, 1.6038, -3.0342], [3.7587, 0.4541, -1.3074], [5.0103, 2.2123, -0.8045], [3.6736, 2.9663, -0.1985], [5.0713, 4.1239, -2.0822], [3.2943, 4.1786, -2.1264], [5.0770, 2.1329, -3.5676], [3.8701, 3.1734, -4.3097], [3.1290, 0.6662, -3.5751], [2.0364, 2.0036, -3.2349]],
  "lowdin_charge": [1.3585, -0.0007, -0.2564, 0.0320, 0.0332, 0.0455, -0.1681, 0.0293, -0.1448, 0.0604, 0.0417, 0.0597, -0.1450, -0.0017, -0.1677, 0.0451, 0.0324, 0.0317, -0.2580, 0.0003, 0.0291, 0.1158, 0.0460, 0.1071, 0.1438, 0.1428, 0.1327, 0.1358, 0.1447, 0.1357, 0.1326, 0.1425, 0.1426, 0.1160, 0.1045, 0.0456, -0.0215, -0.5264, -0.0183, -0.1290, 0.1221, -0.0645, -0.1233, -0.0835, 0.1829, 0.1978, 0.1748, 0.1488, 0.1437, 0.1377, 0.1414, 0.1401, 0.1322]
}

---

Largest force on an atom / eV/A: 0.7, 0.4